A 40-piece molecular cluster, H80O40 overall in a non-equilibrium geometry. Source: OMol25; level of theory: ωB97M-V with the def2-TZVPD basis set.

Last column: Mulliken charge in e.
Positions of all 120 atoms, in Å:
H1 1.9039 -4.8244 3.1989  0.312
H2 1.0963 -4.5075 4.4772  0.283
O1 1.9452 -4.5497 4.1172  -0.622
H3 -1.0938 -5.3286 1.5836  0.269
H4 -0.2268 -5.3821 0.1422  0.284
O2 -1.1160 -5.4988 0.5914  -0.569
H5 -0.0658 4.7157 -4.5291  0.243
H6 1.4328 4.3210 -4.6749  0.328
O3 0.7705 4.8350 -4.0492  -0.606
H7 2.4804 -2.0317 -2.1765  0.155
H8 2.1420 -1.0274 -1.3210  -0.016
O4 2.8221 -1.7803 -1.2931  -0.056
H9 -2.3471 -4.8139 -3.3143  0.274
H10 -1.7999 -4.5111 -1.9546  0.151
O5 -1.6275 -4.4605 -2.8397  -0.535
H11 2.4584 3.5317 4.9007  0.291
O6 2.0761 2.7219 5.2097  -0.555
H12 1.9772 -4.6543 0.8375  0.285
O7 2.2625 -5.4698 1.1581  -0.703
H13 4.5404 -3.7258 0.2760  0.246
H14 4.3486 -2.0843 0.4411  0.211
O8 4.4235 -2.9616 0.7693  -0.560
H15 -2.3904 4.0152 2.6482  0.287
H16 -2.2948 5.0374 1.4360  0.275
O9 -2.0285 4.1861 1.7594  -0.584
H17 2.9042 -2.5475 3.3538  0.203
H18 2.7918 -2.1573 4.9036  0.281
O10 2.7806 -1.8418 3.9324  -0.560
H19 -6.2925 -0.1688 -0.8804  0.235
H20 -4.8231 -0.5715 -0.6278  0.324
O11 -5.4892 0.1221 -0.4742  -0.465
H21 -0.3336 -2.0651 2.4397  0.266
O12 -0.6949 -1.9041 3.2863  -0.516
H22 -4.8731 1.7397 3.9998  0.354
H23 -3.4192 2.3942 3.8169  0.201
O13 -4.2277 2.3794 4.4603  -0.610
H24 -2.9273 0.2284 4.1381  0.365
H25 -2.6396 -1.1751 3.5756  0.260
O14 -3.3259 -0.5539 3.7256  -0.635
H26 2.6886 -1.5945 -3.9096  0.356
H27 1.2789 -2.0964 -3.6929  0.461
O15 2.1982 -2.4382 -3.9510  -0.776
H28 -3.5916 -2.8018 0.2125  0.343
H29 -3.0108 -1.3303 0.4988  -0.001
O16 -3.6892 -1.8154 -0.0590  -0.532
H30 -4.2388 0.0623 -3.4811  0.323
H31 -3.7723 -1.3256 -3.1918  0.234
O17 -4.2962 -0.8365 -3.7020  -0.657
H32 1.7456 -0.9932 0.7203  -0.204
H33 1.4574 -1.5684 1.9530  -0.639
O18 1.5928 -1.8704 1.0646  1.001
H34 4.9764 -1.7692 -1.9510  0.271
O19 5.4747 -2.0991 -2.6979  -0.681
H35 -3.3334 1.7516 -3.4778  0.333
H36 -3.5808 2.4527 -1.9658  0.266
O20 -3.4409 1.5606 -2.4271  -0.647
H37 0.1983 -2.7076 0.1518  0.117
O21 0.3719 -3.3286 -0.5767  -0.175
H38 3.3670 1.4228 1.2376  0.207
H39 2.3084 1.7835 0.1368  0.001
O22 2.6867 1.0562 0.5904  -0.257
H40 -1.2457 -2.1518 -1.7579  -0.162
H41 -0.7889 -0.7870 -1.8159  -0.119
O23 -0.9984 -1.5311 -2.3824  0.711
H42 -1.6907 3.3971 -4.3446  0.286
H43 -0.8750 2.7690 -5.3472  0.257
O24 -1.5023 2.4894 -4.6626  -0.573
H44 -3.9872 -5.1193 0.7660  0.318
H45 -3.4350 -4.3987 2.0870  0.262
O25 -3.8926 -4.2390 1.2674  -0.635
H46 -1.7100 2.2890 -1.7702  -0.063
H47 -1.5717 1.5233 -0.5244  0.232
O26 -1.0998 2.1301 -1.1137  -0.165
H48 3.7360 0.9616 4.7147  0.317
H49 4.0572 -0.6010 4.4456  0.433
O27 4.3970 0.2020 4.7801  -0.659
H50 -2.0961 5.9182 -2.1222  0.288
H51 -1.8135 4.3173 -1.7693  0.325
O28 -1.5718 5.0826 -2.3966  -0.629
H52 2.0997 3.4858 1.1046  0.312
H53 2.5953 2.7374 2.3900  0.292
O29 2.6532 3.5393 1.9791  -0.607
H54 -3.7965 4.0864 0.6762  0.280
H55 -4.2788 2.9471 0.0901  0.302
O30 -3.7371 3.7058 -0.2301  -0.585
H56 -5.0629 0.9456 1.4829  0.231
H57 -5.9257 2.2621 1.0063  0.186
O31 -5.1567 1.7687 0.9675  -0.562
H58 1.2943 -0.0859 2.6799  0.046
O32 0.7328 0.3546 3.2962  0.159
H59 1.3810 5.3621 -2.6895  0.377
H60 3.0247 5.5704 -2.5614  0.274
O33 2.2188 5.1386 -2.1599  -0.667
H61 5.1186 -2.8384 -3.1300  0.305
H62 1.6625 2.8856 6.0970  0.279
H63 -0.1206 -3.5210 -1.3475  0.170
H64 3.1075 -5.6275 0.7711  0.242
H65 -0.0407 -1.5072 3.8107  0.123
H66 1.0955 1.2740 3.3294  0.001
O34 0.6363 0.5812 -2.3969  -0.041
H67 0.1698 0.5527 -3.2663  0.170
H68 0.2747 1.2894 -1.8894  0.187
O35 -1.0021 -1.9656 -4.8829  -0.596
H69 -1.6143 -1.9998 -4.1748  0.140
H70 -0.8005 -2.9165 -5.0244  0.311
O36 4.6943 0.3089 -4.0347  -0.625
H71 4.8055 -0.6991 -4.3042  0.295
H72 5.1581 0.2707 -3.1212  0.335
O37 -2.1578 0.8833 1.0567  0.411
H73 -2.5548 0.2542 1.7101  -0.189
H74 -1.9848 1.6611 1.5828  -0.065
O38 -0.9438 0.5133 5.5642  -0.625
H75 -0.1768 0.4419 4.9514  0.258
H76 -0.9406 -0.4137 5.8520  0.340
O39 5.9527 2.7146 -1.0779  -0.591
H77 5.0634 2.6213 -0.6699  0.255
H78 5.5654 3.3675 -1.6720  0.321
O40 2.9588 1.9999 -2.4380  -0.323
H79 2.6094 1.7286 -3.3470  0.165
H80 3.0001 2.9253 -2.5599  0.146

Cartesian forces, eV/Å:
H -0.1 -0.4 -0.4
H -2.1 0.0 0.6
O 2.3 0.1 -0.4
H 0.7 -0.3 -2.3
H -1.3 0.1 1.6
O 0.4 0.1 0.8
H 0.1 0.4 0.5
H -1.7 1.6 2.1
O 0.9 -2.1 -3.7
H 1.0 -1.4 0.2
H 1.5 -0.6 0.9
O -2.1 2.2 -1.2
H -1.3 -0.7 -0.7
H -1.1 -0.6 3.7
O 2.3 1.1 -2.8
H 0.2 0.9 0.0
O -0.9 -0.9 1.1
H -0.7 2.5 -1.2
O -0.4 -2.0 1.5
H 0.3 -0.9 -2.3
H -0.2 0.2 -1.6
O 0.0 0.6 4.1
H 0.2 0.9 -0.6
H -0.2 0.7 0.2
O 0.4 -1.3 1.0
H 0.5 -2.4 -1.1
H -0.1 0.2 -2.7
O -0.6 2.0 3.6
H -0.6 -0.5 -0.6
H -0.5 0.0 -0.1
O 0.3 -1.0 -0.8
H 0.6 -0.2 -1.3
O -2.6 -1.2 0.4
H 1.5 1.4 1.0
H -2.4 -0.1 1.7
O 0.9 -1.3 -2.8
H 0.2 -0.5 0.3
H 1.4 -0.9 0.0
O -1.4 1.4 -0.3
H 0.1 -0.3 -0.4
H 1.2 -0.9 -0.8
O -1.6 1.6 0.8
H -0.4 2.1 -0.2
H -1.2 -1.0 -1.1
O 2.0 -1.3 1.3
H 0.2 1.5 1.0
H 3.4 -2.6 3.5
O -3.8 0.8 -4.3
H 0.5 0.6 -1.4
H 0.1 -0.8 1.4
O -0.6 0.3 0.7
H -0.9 -0.6 0.0
O 2.0 1.8 0.2
H -0.2 -0.2 3.8
H -0.2 -1.6 -1.1
O 0.2 2.3 -2.9
H -0.4 0.0 -1.2
O 2.0 -1.2 1.4
H -1.2 -0.7 -1.6
H -0.4 1.0 -1.0
O 1.7 -1.1 2.3
H -1.2 -2.2 1.7
H 0.4 0.8 -0.3
O 0.3 1.5 -1.0
H -0.4 -0.7 0.6
H 0.0 -1.0 -0.2
O 0.3 1.6 -0.2
H 0.5 1.9 1.5
H 0.2 -0.4 0.3
O -0.7 -1.7 -1.8
H -2.0 0.2 -2.6
H 0.0 0.1 0.2
O 2.4 -0.1 2.5
H 1.0 -2.0 0.1
H -1.2 -1.0 -0.9
O 0.2 3.4 0.9
H 1.1 -2.5 -0.4
H 0.4 2.1 -0.9
O -1.5 0.3 1.4
H 1.5 0.3 2.7
H -0.5 -3.3 1.6
O -1.1 3.5 -4.0
H 0.8 0.4 -1.1
H 0.3 -0.8 -1.0
O -1.2 0.1 1.2
H -1.0 0.8 -0.7
H -2.7 0.5 0.8
O 3.7 0.4 1.4
H 0.8 -0.2 -0.5
O -0.1 2.0 0.6
H 2.1 -0.4 0.9
H -1.8 -0.4 0.5
O 0.8 0.8 -0.3
H -1.3 -1.5 -0.2
H 0.7 -0.1 -1.4
H -1.2 0.6 -0.7
H 0.9 -0.2 -0.3
H 1.5 0.9 0.9
H -0.4 -1.0 0.2
O 0.6 -1.8 -1.9
H 0.3 0.2 1.2
H -0.8 1.3 0.5
O 1.1 -1.3 -1.9
H -0.8 0.3 1.2
H 0.0 1.0 0.0
O 1.3 -3.3 1.1
H -0.1 3.2 0.8
H -1.2 0.3 -2.2
O -0.6 -1.4 0.8
H 0.4 0.7 -0.5
H 0.2 0.6 0.0
O 0.9 -0.9 -0.5
H -0.6 0.6 0.2
H -0.6 0.3 0.4
O -1.9 0.5 0.3
H 0.9 -1.0 0.6
H 1.1 0.4 -0.9
O -0.6 -1.5 -1.8
H 0.8 -0.1 2.1
H 0.0 2.1 0.2

Relative energy (zero: lowest compared OMol25 entry of this formula, charge and spin): 274.6 kcal per mole
Highest occupied orbital energy: -10.4 eV
Frontier orbital gap: 9.8 eV
Molar mass: 720.60 g mol⁻¹